Computed, not measured: a 2-piece molecular cluster, C28H51ClN2O8PS overall at a distorted geometry, with wB97M-V/def2-TZVPD.

```
92
Properties=species:S:1:pos:R:3:lowdin_charge:R:1
C 3.9415 1.1600 2.9912 -0.19
C 3.4175 1.5466 1.4608 -0.42
P 2.3227 3.1571 1.4665 0.94
C 2.4554 3.8913 -0.3335 -0.44
C 3.9714 3.8065 -0.9543 -0.20
C 0.5528 2.5275 1.7989 -0.38
C 0.1623 1.9933 3.3353 -0.26
C 0.3699 0.3954 3.6363 -0.14
C -1.0108 -0.4808 3.7422 -0.18
C -0.7561 -1.8416 4.6807 -0.22
C -0.8216 -3.2113 3.7678 -0.22
C 0.5172 -3.1924 2.8027 -0.20
C 0.5167 -4.4536 1.7553 -0.20
C 0.1936 -4.0577 0.1975 -0.20
C -0.8224 -2.7867 -0.0019 -0.21
C -1.8444 -3.1701 -1.2287 -0.18
C -1.1793 -2.9451 -2.7409 -0.21
O -2.0676 -3.6730 -3.6748 -0.28
C -1.5634 -3.6263 -5.0579 -0.14
O -1.2046 2.5136 3.6736 -0.09
C -1.8500 2.6562 2.3257 -0.20
O -2.9988 2.0955 1.9476 0.00
C -0.7330 3.5702 1.5571 -0.18
C -0.9985 4.1461 0.0506 -0.17
C -2.5260 4.6496 -0.2579 -0.18
C -2.9667 4.4869 -1.8641 -0.20
C -4.2767 3.5408 -2.0927 -0.21
C -4.0087 1.9647 -2.3782 -0.22
C -2.4541 1.4923 -2.5238 -0.26
C -1.7554 1.8824 -3.9853 -0.43
S 0.0794 2.2720 -3.6187 0.81
C 1.1471 0.7662 -3.9610 -0.48
N 1.7730 -0.2161 -2.9900 0.01
N 2.4625 -1.1117 -3.8383 -0.03
C 2.2724 -0.7138 -5.2956 -0.03
O 1.4221 0.5184 -5.4026 -0.12
H 4.2205 0.0120 2.9531 0.09
H 4.8910 1.7903 3.3173 0.08
H 3.0882 1.2796 3.7953 0.05
H 4.3968 1.6891 0.8129 0.07
H 2.8289 0.6117 1.0155 0.09
H 2.1291 5.0248 -0.3078 0.07
H 1.7560 3.2874 -1.0886 0.06
H 4.0181 2.9760 -1.7968 0.08
H 4.2175 4.8522 -1.4730 0.08
H 4.8199 3.6174 -0.1643 0.06
H 0.4234 1.7023 0.9464 0.13
H 0.8561 2.6697 3.9987 0.14
H 0.9800 -0.0398 2.7070 0.11
H 1.0899 0.2786 4.5621 0.12
H -1.3643 -0.8447 2.6662 0.11
H -1.9167 0.0689 4.2384 0.11
H 0.2085 -1.7353 5.3351 0.11
H -1.6646 -1.9155 5.4488 0.10
H -0.8149 -4.1159 4.5344 0.12
H -1.8358 -3.2555 3.1802 0.11
H 0.6681 -2.1533 2.2698 0.09
H 1.4516 -3.3147 3.5305 0.13
H 1.6143 -4.9202 1.7996 0.08
H -0.2001 -5.3312 2.1248 0.12
H -0.2995 -5.0050 -0.3014 0.11
H 1.1837 -3.8295 -0.3856 0.12
H -0.2073 -1.7982 -0.2603 0.12
H -1.4878 -2.5460 0.9575 0.10
H -2.1883 -4.3053 -1.2114 0.12
H -2.8202 -2.4918 -1.1299 0.11
H -1.1041 -1.8157 -3.0417 0.10
H -0.1119 -3.4731 -2.7878 0.14
H -2.4778 -3.9429 -5.7522 0.10
H -0.7072 -4.4100 -5.2681 0.10
H -1.2779 -2.5332 -5.3755 0.09
H -0.5242 4.5269 2.2005 0.16
H -0.5671 3.3655 -0.7193 0.07
H -0.3044 5.1109 -0.0653 0.12
H -3.3623 4.1509 0.3896 0.10
H -2.5528 5.8104 0.0200 0.12
H -2.0361 4.2432 -2.5303 0.09
H -3.2995 5.5902 -2.1794 0.11
H -4.8816 3.9763 -2.9982 0.10
H -4.9898 3.6111 -1.1379 0.12
H -4.5174 1.2993 -1.5326 0.12
H -4.5548 1.6584 -3.3917 0.12
H -2.4625 0.2982 -2.5097 0.11
H -1.8124 1.8135 -1.6000 0.09
H -1.8638 1.0324 -4.7902 0.10
H -2.2359 2.9135 -4.3210 0.09
H 2.6876 -1.2056 -6.2788 0.14
O 4.0140 -7.1020 3.9144 -0.39
Cl 4.2348 -6.7661 2.5213 0.64
O 5.3530 -5.8488 2.4164 -0.39
O 3.0440 -6.1403 1.9802 -0.41
O 4.5284 -7.9733 1.7735 -0.39
```

Its charge is -1. The HOMO-LUMO gap comes out at 6.66 eV. The spin multiplicity is 1.